Below is a structure of composition C12H23EuN5O6S in a non-equilibrium geometry, with properties calculated with wB97M-V/def2-TZVPD.

```
! wB97M-V def2-TZVPD RIJCOSX def2/J DEFGRID3
* xyz 0 8
O 2.8519 0.7882 0.3393
H 3.1958 -0.2146 -0.1241
Eu 0.4600 1.0031 -0.3879
N 0.0810 1.9302 1.9935
N 0.5598 -0.5951 1.9796
N -0.5005 0.2841 -2.6568
N -0.6757 -1.4584 -0.7781
O 0.4130 2.8566 1.1460
O -0.3928 1.2312 -3.5393
O -1.0270 -2.3049 0.2496
O 0.7462 -1.8863 2.0121
C 1.1265 0.0996 3.0052
C 1.0885 1.5098 2.8320
C -1.3180 -0.7515 -2.9331
C -1.3826 -1.7373 -1.8951
C 2.1386 2.4172 3.3430
H 3.0741 2.2700 2.7800
H 2.3462 2.2281 4.4028
H 1.8098 3.4525 3.2195
C 1.8490 -0.6183 4.0888
H 2.6597 -1.2417 3.6835
H 1.1601 -1.2810 4.6343
H 2.2762 0.0890 4.8067
C -2.1401 -0.8319 -4.1703
C -2.2500 -2.9405 -2.0613
H -1.8974 -0.0019 -4.8396
H -3.2142 -0.7982 -3.9362
H -1.9545 -1.7769 -4.6953
H -2.1606 -3.6013 -1.1953
H -1.9842 -3.5015 -2.9726
H -3.3039 -2.6359 -2.1627
H 1.0014 1.7156 -2.9901
H -0.2716 -2.1732 0.9533
C 3.2209 -1.4040 -0.6919
H 4.1883 -1.5554 -1.1747
H 2.3967 -1.4292 -1.4266
H 2.9957 -2.1054 0.1254
O 1.6969 1.8109 -2.2483
H 3.4728 1.4659 0.0184
H 2.5536 1.4872 -2.5638
S -3.7119 0.6046 1.8241
C -4.1584 1.7611 0.5852
C -3.1350 1.8674 -0.3456
N -2.0301 1.0868 -0.0650
C -2.1966 0.3815 1.0407
H -5.0914 2.3023 0.5621
H -3.1206 2.4957 -1.2319
H -1.4455 -0.2943 1.4605
*
```

Its expectation value of S² is 15.86. The value obtained for the calculated total energy is -2304.5102 Ha. For the frontier orbital gap (spin up / spin down), the calculation gives 0.182 / 0.165 hartree. For the strongest force on any atom, the calculation gives 4.41 eV/Å. The HOMO energy (spin up / spin down) comes out at -6.694 / -6.686 eV.

Mulliken atomic charge list, values in e, 6 entries:
1 O -0.701
2 H 0.179
3 Eu 1.341
4 N 0.222
5 N 0.645
6 N 0.602



Below is a structure of composition ClZn in a non-equilibrium geometry, with properties calculated with wB97M-V/def2-TZVPD.

```
! wB97M-V def2-TZVPD RIJCOSX def2/J DEFGRID3
* xyz 1 1
Zn 30.2616 7.5161 15.1545
Cl 29.9237 5.3369 15.3584
*
```

The value obtained for the calculated total energy is -2239.1776 Ha. The calculation puts the energy above the lowest of the compared OMol25 structures with the same formula, charge and spin at 0.179 eV. For the frontier orbital gap, the calculation gives 0.277 hartree. For the strongest force on any atom, the calculation gives 2.12 eV/Å. The HOMO energy comes out at -16.909 eV.

Quick look at the Mulliken charges, all values in e:
1 Zn 0.964
2 Cl 0.036



Below is a structure of composition C41H37AsO9OsPS in a non-equilibrium geometry, with properties calculated with wB97M-V/def2-TZVPD.

```
! wB97M-V def2-TZVPD RIJCOSX def2/J DEFGRID3
* xyz -1 5
Os 0.1079 0.4734 0.3717
O 4.1619 -1.3969 0.8939
As 2.3570 -1.6501 0.7373
O 2.2553 -2.8715 -0.3386
O 2.0194 -0.1467 0.0710
C 2.2853 -2.4345 2.5264
C 2.9876 -3.6155 2.6894
C 2.9458 -4.2487 3.9216
C 2.2304 -3.6950 4.9745
C 1.5335 -2.5100 4.7946
C 1.5673 -1.8908 3.5607
S 0.4575 -0.5953 3.0021
O 1.2629 0.5748 2.6652
O -0.5198 -0.3869 4.0417
O -0.0591 -1.2639 1.8000
H 4.3394 -0.5912 0.4037
H 3.5071 -4.0225 1.8279
H 3.4659 -5.1866 4.0513
H 2.1961 -4.2037 5.9281
H 0.9516 -2.0558 5.5815
O -1.9930 0.3087 -1.1818
C -2.5374 0.4726 -0.0775
O -1.8719 0.8377 0.9483
C -4.0027 0.2859 0.1060
C -4.8678 0.2779 -0.9848
C -6.2317 0.1689 -0.7790
C -6.7374 0.0441 0.5057
C -5.8747 0.0217 1.5910
C -4.5129 0.1475 1.3932
H -4.4570 0.3620 -1.9788
H -6.9080 0.1748 -1.6228
H -7.8041 -0.0365 0.6660
H -6.2623 -0.0994 2.5928
H -3.8243 0.1417 2.2237
C 0.4541 4.6532 -1.3196
C 0.6938 3.1328 -1.4153
C 2.2108 2.9098 -1.5464
C 0.2169 2.4350 -0.1769
C -0.0626 2.6300 -2.6395
C 0.5644 2.1461 -3.7805
C -0.1620 1.7410 -4.8866
C -1.5399 1.8289 -4.8756
C -2.1806 2.3340 -3.7551
C -1.4512 2.7196 -2.6492
H 0.9478 5.0553 -0.4376
H -0.6068 4.8786 -1.2570
H 0.8591 5.1504 -2.2012
H 2.6954 3.3141 -0.6615
H 2.6129 3.4229 -2.4194
H 2.4168 1.8441 -1.6031
H -0.1308 3.1211 0.6021
H 1.6375 2.0762 -3.8237
H 0.3524 1.3569 -5.7595
H -2.1128 1.5131 -5.7353
H -3.2576 2.4202 -3.7447
H -1.9603 3.0899 -1.7724
O -0.2409 -1.7972 -0.6442
P 0.0174 -2.8652 -1.6236
C -1.5222 -2.8446 -2.6189
C -2.6692 -3.1909 -1.9142
C -3.9190 -2.9444 -2.4461
C -4.0270 -2.3451 -3.6915
C -2.8879 -1.9799 -4.3869
C -1.6342 -2.2150 -3.8474
C 1.3771 -2.5183 -2.7831
C 2.2257 -3.4805 -3.3073
C 3.2957 -3.0905 -4.0930
C 3.5226 -1.7489 -4.3490
C 2.6621 -0.7928 -3.8349
C 1.5918 -1.1708 -3.0458
C 0.0591 -4.5735 -0.9812
C -0.0554 -5.6381 -1.8667
C -0.0519 -6.9395 -1.3952
C 0.0460 -7.1824 -0.0339
C 0.1354 -6.1205 0.8529
C 0.1355 -4.8183 0.3823
H -2.5670 -3.6325 -0.9299
H -4.8096 -3.1926 -1.8856
H -5.0047 -2.1420 -4.1072
H -2.9792 -1.4897 -5.3461
H -0.7438 -1.8999 -4.3761
H 2.0837 -4.5219 -3.0603
H 3.9734 -3.8328 -4.4889
H 4.3840 -1.4412 -4.9273
H 2.8428 0.2506 -4.0413
H 0.9346 -0.4278 -2.6007
H -0.1609 -5.4440 -2.9264
H -0.1266 -7.7687 -2.0873
H 0.0372 -8.2008 0.3341
H 0.2068 -6.3152 1.9145
H 0.1972 -3.9754 1.0588
*
```

Its expectation value of S² is 6.01. The value obtained for the calculated total energy is -5327.7609 Ha. The calculation puts the energy above the lowest of the compared OMol25 structures with the same formula, charge and spin at 1.695 eV. For the frontier orbital gap (spin up / spin down), the calculation gives 0.228 / 0.278 hartree. For the strongest force on any atom, the calculation gives 3.65 eV/Å. The HOMO energy (spin up / spin down) comes out at -3.635 / -5.265 eV.

Mulliken atomic charge list, values in e, 6 entries:
1 Os 1.896
2 O -0.725
3 As 1.376
4 O -0.410
5 O -0.791
6 C -0.119